This record from the Open Molecules 2025 dataset describes a cluster of 16 separate species, C4H37N2O15 in total. The level of theory is ωB97M-V with the def2-TZVPD basis set.

Structure (XYZ):
```
58
Properties=species:S:1:pos:R:3:forces:R:3
C -3.634340 0.187863 -0.499622 -0.277 0.726 0.121
C -2.259499 0.115572 -1.067101 -1.296 -0.808 -2.352
C -1.720911 -0.748949 -2.013070 -0.179 0.652 1.669
N -0.424623 -0.319532 -2.190597 0.458 -0.431 -0.669
C -0.231144 0.825212 -1.570741 -0.488 -0.343 0.927
N -1.360791 1.115708 -0.894183 1.462 0.079 -0.159
H -4.276238 0.984084 -0.907502 0.503 -0.142 -0.421
H -3.470690 0.534876 0.509376 -0.395 -0.416 0.768
H -4.239679 -0.721716 -0.571554 0.578 0.028 0.217
H -2.178228 -1.583543 -2.529125 0.337 0.066 0.232
H 0.363287 -0.921385 -2.566759 -0.486 0.380 -0.618
H 0.720694 1.327003 -1.504437 -0.198 0.235 -0.053
H -1.406380 1.865621 -0.201426 -0.134 0.120 0.393
H -0.158927 -4.000205 -0.879598 0.308 -0.883 -0.204
H 0.497061 -2.756389 -0.740548 0.689 -0.001 -0.284
O 0.655658 -3.594696 -1.212733 -1.037 0.780 0.466
H 2.647285 -1.076390 0.411373 0.506 0.448 -0.457
H 3.446365 -0.144587 1.420062 0.246 -0.364 -0.442
O 2.670965 -0.703319 1.297580 -0.587 -0.212 0.755
H 1.778229 -3.303310 1.665176 0.321 -0.332 0.320
H 1.397984 -4.835132 1.724392 0.303 0.274 0.069
O 1.063225 -3.940457 1.604803 -0.552 -0.011 -0.216
H 0.874684 -2.878444 -3.217976 -0.216 0.379 -0.313
H 2.060137 -2.125290 -2.823110 0.385 0.634 -0.268
O 1.271692 -1.999275 -3.373476 0.162 -0.939 0.415
H -2.562865 -2.580555 4.136677 0.246 0.097 -0.188
H -1.388758 -1.523539 4.172307 -0.317 -0.403 0.209
O -2.064773 -1.980314 4.699015 -0.143 0.288 0.264
H -0.351454 4.190547 -2.194185 0.089 -0.547 -0.439
H -0.496701 5.516127 -1.638711 -0.173 0.574 -0.128
O -0.715774 5.040090 -2.447828 0.149 -0.050 0.608
H -2.182482 3.051240 1.700772 0.200 0.375 0.474
H -0.646294 2.575216 2.066276 -0.300 0.292 0.282
O -1.374322 2.593628 1.444233 -0.082 -0.523 -1.095
H -2.740026 -4.557312 1.341677 -0.397 0.241 -0.017
H -3.529485 -3.188206 1.205288 -0.099 -0.484 -0.030
O -2.712227 -3.605534 1.493475 0.563 0.345 0.091
H 2.041668 3.019294 0.746463 0.231 0.825 1.292
H 2.457463 4.627100 0.976401 0.142 -0.412 0.804
O 2.178576 3.918963 0.406977 -0.408 -0.288 -2.136
H 0.752673 -1.280083 2.416721 0.150 0.008 -0.294
H -0.613271 -2.031936 2.471951 0.063 -0.422 -0.483
O 0.040587 -1.562961 2.988780 0.020 0.503 0.462
H 2.799813 -3.399166 -1.154736 -1.073 -0.332 -0.222
H 4.155362 -3.453634 -0.644491 0.509 0.230 -0.305
O 3.647240 -3.001696 -1.332823 0.391 0.023 0.658
H 1.347873 1.724632 2.897089 0.238 -0.155 -0.140
H 1.835342 0.829002 1.707050 -0.220 -0.229 0.135
O 1.574697 1.728504 1.958485 -0.265 0.246 0.082
H 3.834648 -0.362854 -1.717124 -0.050 0.531 -0.391
H 2.758519 0.831600 -2.016905 0.841 0.458 -0.060
O 2.922966 -0.055937 -1.680733 -0.762 -1.054 0.570
H -4.753700 3.700768 1.086828 -0.243 0.024 0.036
H -3.913001 4.767155 0.368060 0.008 -0.133 0.145
O -3.868373 4.061556 1.026526 0.313 -0.007 -0.111
H 2.390555 3.315088 -1.358850 0.264 0.425 0.101
H 2.757055 3.079949 -2.879809 0.244 0.517 -0.291
O 2.332654 2.709948 -2.114058 -0.537 -0.885 0.224
```
Forces are in eV/Å.

HOMO, eV: -12.612
Energy above the lowest of the compared OMol25 structures with the same formula, charge and spin, kcal/mol: 1.2
HOMO-LUMO gap, eV: 10.02
Total charge: +1
Calculated total energy, eV: -38436.99651

Atom charges from the Mulliken analysis, given in e for atoms 1 to 4: atom 1 (C): -1.279, atom 2 (C): 0.674, atom 3 (C): -0.721, atom 4 (N): 0.362



This record from the Open Molecules 2025 dataset describes a cluster of 15 separate species, C4H38NO15 in total. The level of theory is ωB97M-V with the def2-TZVPD basis set.

Structure (XYZ):
```
58
Properties=species:S:1:pos:R:3:forces:R:3
O -1.507403 -0.253628 0.185196 0.285 -0.144 -0.109
C -1.558144 0.864496 0.636621 -0.573 -1.038 0.185
C -0.356300 1.522018 1.196431 3.182 1.363 -2.135
C -0.172342 2.961447 0.607334 -0.634 0.493 2.497
C 0.143956 3.942471 1.822062 -0.464 -0.716 -1.084
N 0.907855 0.805743 0.749731 -0.458 -1.116 0.172
H -2.511078 1.402045 0.569248 0.212 0.458 0.388
H -0.107913 1.648677 2.226283 -1.331 -0.484 0.987
H -1.091045 3.257074 0.130082 -0.278 0.238 -0.318
H 0.653868 3.105240 -0.082094 -0.158 -0.652 -0.289
H -0.667702 4.626472 1.980828 0.030 1.184 -0.734
H 0.140757 3.561607 2.840896 0.657 -0.992 -0.158
H 1.111680 4.315213 1.520822 -0.001 1.063 0.785
H 1.056488 -0.076532 1.247054 -0.460 0.083 0.196
H 1.737585 1.343273 1.018059 -0.182 0.100 -0.543
H 0.908548 0.564603 -0.264177 -0.223 0.824 0.216
H -1.825947 3.617966 -2.187814 0.242 0.510 -0.244
H -1.876553 2.310499 -2.779845 -0.027 -0.185 -0.520
O -1.396124 3.144596 -2.914530 -0.250 -0.459 0.876
H 4.284656 -1.785959 -1.790304 0.193 -0.195 0.304
H 3.378646 -2.717607 -2.529580 0.108 -0.336 0.174
O 3.784217 -2.606535 -1.654612 -0.111 0.538 -0.662
H 2.542528 0.673396 -4.302601 -0.168 -0.141 0.181
H 3.484181 1.712481 -3.828300 -0.049 0.154 0.394
O 2.818183 1.103255 -3.479113 0.418 -0.176 -0.892
H 2.467749 -2.113574 -0.707670 -0.243 0.058 0.123
H 0.913711 -1.867887 -0.778321 0.072 0.247 0.099
O 1.695394 -1.731879 -0.217664 -0.029 -0.221 -0.113
H 0.068851 1.898357 -2.158107 0.077 0.056 -0.418
H 1.228383 0.937415 -2.634008 -0.455 0.540 0.228
O 0.465696 1.022094 -2.032488 0.234 -0.393 0.331
H -3.904887 1.044925 -0.944853 0.033 -0.195 -0.184
H -4.366304 2.204093 -1.770308 0.137 0.121 -0.221
O -3.562256 1.708909 -1.572924 -0.301 0.039 0.276
H 2.586280 -3.247190 2.740409 0.140 0.015 -0.196
H 1.951392 -2.229524 1.714783 0.258 -0.266 0.052
O 2.134064 -2.403356 2.655367 -0.367 -0.072 0.053
H -1.899716 -1.439667 -2.408648 0.060 -0.063 0.141
H -0.973616 -2.655266 -2.206260 -0.498 0.378 0.152
O -1.117814 -1.880830 -2.757782 0.389 -0.022 -0.242
H 1.385847 -0.849937 3.599558 0.155 0.730 -0.364
H -0.035306 -0.692366 3.294762 -0.237 0.571 -0.102
O 0.778936 -0.163921 3.240308 -0.063 -1.334 0.739
H -5.044087 -0.817878 0.766231 -0.191 0.207 -0.069
H -3.576087 -0.615208 0.540381 -0.176 0.034 -0.042
O -4.437113 -0.248243 0.281360 0.349 -0.246 0.061
H 3.549052 1.699114 -1.000838 -0.251 -0.274 -0.544
H 2.832595 0.277740 -0.789236 0.098 0.244 -0.669
O 3.362570 0.977514 -0.400781 0.459 -0.061 1.129
H -2.726336 -1.950544 3.231451 -1.027 0.395 0.397
H -2.086979 -1.907360 2.021176 -0.450 0.488 -0.713
O -2.865276 -1.450786 2.410788 1.371 -0.843 0.393
H -0.057430 -3.231249 2.867194 0.087 -0.126 -0.091
H -0.873760 -4.015765 1.814343 -0.098 -0.067 -0.007
O -0.953328 -3.387234 2.540247 0.269 0.102 0.056
H -0.466541 -4.160613 -1.489476 -0.013 -0.595 0.133
H 0.263937 -3.794819 -0.206852 -0.001 -0.038 -0.007
O -0.620226 -3.957359 -0.559797 0.253 0.217 -0.045
```
Forces are in eV/Å.

HOMO, eV: -13.430
Energy above the lowest of the compared OMol25 structures with the same formula, charge and spin, kcal/mol: 10.5
HOMO-LUMO gap, eV: 10.63
Total charge: +1
Calculated total energy, eV: -36961.98641

Atom charges from the Mulliken analysis, given in e for atoms 1 to 4: atom 1 (O): -0.073, atom 2 (C): -0.643, atom 3 (C): -0.081, atom 4 (C): -0.608



This record from the Open Molecules 2025 dataset describes a cluster of 15 separate species, C4H38NO16 in total. The level of theory is ωB97M-V with the def2-TZVPD basis set.

Structure (XYZ):
```
59
Properties=species:S:1:pos:R:3:forces:R:3
C 0.336077 -1.244464 0.802583 0.623 -1.159 0.306
O -0.246073 -0.450804 1.796457 0.123 1.087 -0.708
C -0.563888 -1.346414 -0.452391 -2.734 -0.112 1.481
C -0.437433 -2.474346 -1.453282 -1.005 -1.242 -0.814
C 0.954921 -2.933110 -1.807683 0.559 1.355 -0.715
O -1.242968 -3.623199 -1.084779 -0.002 -0.253 0.432
N -0.693689 -0.048605 -1.181992 1.273 0.300 0.874
H 0.577042 -2.195940 1.367826 -0.485 -0.100 -1.420
H 1.345949 -0.951641 0.474599 -0.441 0.518 0.342
H -1.584335 -1.548331 0.003343 0.971 0.159 -0.570
H -1.045375 -2.184284 -2.350716 1.124 0.122 0.596
H 1.403935 -3.498112 -0.991778 -0.176 -0.346 -0.010
H 0.980035 -3.462166 -2.773136 0.028 -0.082 0.545
H 1.593025 -2.030094 -1.906751 -0.243 -0.477 -0.134
H -0.725139 -4.312574 -0.651945 0.137 0.363 0.031
H 0.176009 0.470883 -0.892723 -1.178 -0.159 -0.880
H -1.528195 0.483812 -0.907583 0.680 -0.327 0.367
H -3.884337 -0.536397 1.189385 0.276 -0.151 -0.506
H -3.950070 -0.559255 -0.388919 0.157 -0.332 0.211
O -4.217505 -0.069670 0.390931 -0.321 0.245 0.287
H -0.958041 -0.421618 -2.981888 1.364 0.597 -0.291
H -1.362240 -0.533246 -4.436551 0.496 0.040 -0.393
O -0.565075 -0.378066 -3.909630 -1.525 -0.271 0.379
H 0.409828 -1.216084 3.086520 0.537 -0.111 -0.451
H 1.142844 -0.732461 4.250720 0.186 -0.123 0.334
O 1.145784 -1.531721 3.703227 -1.031 0.646 0.791
H 0.546738 2.164747 2.446604 0.436 0.019 1.225
H 0.841881 0.803876 2.264398 0.369 -0.217 1.552
O 1.151606 1.524285 2.912614 -0.717 -0.101 -1.567
H 3.115977 -2.705076 -0.131364 -0.009 -0.110 0.125
H 3.704156 -1.795413 1.020427 -0.876 -0.293 -0.895
O 3.424635 -1.818206 0.052886 0.937 0.047 0.413
H -4.122171 1.684745 0.136452 -0.071 0.380 -0.351
H -3.419340 2.788899 0.837384 0.121 0.362 -0.473
O -3.937725 2.650575 0.024880 0.010 -0.677 0.829
H 2.377500 0.263900 -2.139887 0.218 -0.283 0.009
H 2.755769 -0.391194 -0.693656 0.132 0.026 -0.728
O 2.393117 0.383902 -1.176314 -0.295 0.268 0.538
H -2.171735 3.039121 -2.250211 0.119 -0.025 -0.116
H -3.338122 3.559654 -1.463909 0.016 -0.064 0.199
O -2.655342 3.856251 -2.094641 -0.165 -0.022 -0.131
H 2.478238 1.676535 1.838363 0.370 -0.055 -0.549
H 2.745414 1.304246 0.301393 0.067 0.229 0.225
O 3.163393 1.608072 1.125759 0.084 0.000 0.423
H -1.488702 4.557191 -0.908251 0.528 -0.081 -0.677
H 0.121762 4.805235 -0.729636 -0.328 -0.065 -0.645
O -0.744580 4.777769 -0.324652 0.108 0.206 1.322
H -0.218203 2.679088 0.681779 -0.325 -0.389 -0.294
H -0.736322 1.215251 1.251950 0.511 -0.002 -0.254
O -0.783355 2.195867 1.297793 -0.827 0.664 0.131
H 2.182947 1.168274 -4.104128 -0.316 0.053 -0.103
H 1.216992 -0.082139 -3.985475 0.208 0.525 -0.037
O 2.137008 0.241074 -3.865538 0.055 -0.540 -0.122
H -1.725287 -0.806656 2.048642 0.136 -0.826 0.113
H -2.234327 -2.176664 2.655589 0.093 -0.042 0.051
O -2.541546 -1.400263 2.188446 -0.686 0.597 -0.061
H 2.642298 -1.400204 3.233474 0.700 -0.869 -1.291
H 3.602365 -0.582579 2.380760 0.232 0.199 -0.031
O 3.467574 -1.507677 2.635091 -0.225 0.899 1.085
```
Forces are in eV/Å.

HOMO, eV: -6.206
Energy above the lowest of the compared OMol25 structures with the same formula, charge and spin, kcal/mol: 42.9
HOMO-LUMO gap, eV: 8.53
Total charge: -1
Calculated total energy, eV: -39018.24216

Atom charges from the Mulliken analysis, given in e for atoms 1 to 4: atom 1 (C): 0.331, atom 2 (O): -1.206, atom 3 (C): 1.076, atom 4 (C): -0.104